Record 1
C46H120AlF6N25O16P6S2 | ωB97M-V/def2-TZVPD

The total energy is -8083.256784 Ha. As for the lowest unoccupied orbital energy: -6.02 eV.

```
! wB97M-V def2-TZVPD RIJCOSX def2/J DEFGRID3
* xyz 0 1
S -22.844 -5.057 -11.187
S -24.937 -5.935 -12.417
P -22.028 -2.253 -3.607
P -21.893 0.924 -12.140
P -27.579 -4.215 -16.645
P -27.885 -11.692 -13.831
P -20.589 -9.728 -16.138
P -26.568 -0.882 -9.923
Al -24.575 -2.418 -13.700
F -27.444 -6.265 -11.455
F -26.089 -5.376 -10.048
F -21.147 -3.844 -9.580
F -22.330 -2.462 -10.781
F -23.227 -3.422 -9.096
F -25.906 -7.469 -10.484
O -26.639 -3.692 -15.621
O -22.868 -0.142 -12.444
O -19.107 -5.716 -11.097
O -17.563 -4.953 -9.795
O -26.732 -12.317 -14.509
O -23.111 -6.181 -10.305
O -21.402 -2.319 -14.154
O -19.878 -3.342 -13.045
O -19.950 -3.594 -15.142
O -24.211 -7.166 -12.596
O -25.736 -5.486 -13.541
O -21.266 -3.505 -3.812
O -21.714 -5.197 -12.084
O -25.691 -1.176 -11.094
O -19.874 -8.532 -15.614
O -17.411 -4.774 -11.898
N -29.344 -12.028 -14.615
N -22.528 2.228 -11.224
N -20.524 0.546 -11.240
N -25.761 -0.171 -8.591
N -21.212 -0.815 -3.806
N -19.885 -10.276 -17.562
N -20.463 -11.083 -15.092
N -27.308 -2.177 -9.222
N -23.344 -2.128 -4.686
N -28.847 -5.096 -15.967
N -28.201 -12.334 -12.317
N -24.092 -4.530 -11.944
N -16.669 -2.350 -6.810
N -26.876 -5.351 -17.659
N -20.393 -3.046 -14.141
N -22.235 -9.608 -16.413
N -18.057 -5.127 -10.903
N -20.683 -8.373 -12.440
N -22.677 -2.121 -2.066
N -28.247 -3.127 -17.702
N -27.749 -10.013 -13.616
N -21.173 1.550 -13.546
N -25.610 -9.969 -8.732
N -30.193 -9.698 -7.637
N -27.698 0.329 -10.268
C -23.900 2.575 -11.649
C -26.484 0.357 -7.457
C -17.711 -2.809 -6.958
C -27.444 -11.845 -11.151
C -28.560 -2.737 -9.706
C -19.497 -0.339 -11.815
C -23.159 -2.736 -5.993
C -27.638 -6.169 -18.592
C -29.553 -9.077 -8.359
C -24.656 -7.885 -7.506
C -27.578 -2.768 -18.942
C -22.713 -8.735 -17.477
C -21.787 0.477 -3.475
C -28.549 -5.811 -14.728
C -20.343 -11.490 -18.239
C -18.573 -9.778 -17.942
C -21.992 1.446 -14.762
C -20.620 0.304 -9.790
C -25.585 -5.982 -17.374
C -22.344 -3.604 -10.090
C -21.735 3.395 -10.850
C -28.778 -8.256 -9.296
C -27.338 1.529 -11.044
C -22.498 -9.280 -10.812
C -30.165 -5.329 -16.580
C -19.307 -11.121 -14.218
C -23.909 -2.851 -1.794
C -29.326 -12.712 -15.914
C -21.793 -1.932 -0.921
C -26.533 -3.037 -8.320
C -20.098 -0.757 -4.727
C -19.012 -3.417 -7.101
C -28.787 -9.165 -13.064
C -24.341 0.096 -8.749
C -25.203 -9.044 -8.189
C -24.335 -1.090 -4.593
C -21.334 -12.253 -15.243
C -26.627 -9.414 -14.304
C -30.613 -11.474 -14.162
C -21.473 -8.767 -11.705
C -28.991 0.459 -9.572
C -28.180 -13.790 -12.389
C -23.101 -9.560 -15.262
C -20.185 2.612 -13.575
C -26.185 -6.306 -11.009
C -29.276 -2.174 -17.293
H -29.623 -8.957 -13.737
H -22.342 4.090 -10.268
H -24.164 0.863 -9.511
H -26.177 -8.613 -13.715
H -24.879 -6.885 -7.866
H -22.530 0.509 -2.680
H -29.193 -9.697 -12.201
H -20.439 -0.656 -5.765
H -25.632 -7.069 -17.429
H -27.083 -3.950 -8.102
H -30.085 -5.602 -17.631
H -25.260 -5.762 -16.354
H -22.606 -8.597 -9.969
H -29.385 -6.429 -14.394
H -25.889 -10.123 -14.661
H -30.929 -10.663 -14.827
H -23.784 -0.811 -8.986
H -24.093 -2.779 -0.721
H -22.470 -7.696 -17.225
H -20.176 -12.408 -17.673
H -25.574 -3.321 -8.747
H -28.332 -8.233 -12.727
H -19.686 0.489 -9.261
H -18.483 -0.066 -11.510
H -29.020 -3.363 -8.940
H -24.491 1.697 -11.886
H -23.334 -8.549 -14.915
H -22.080 -8.859 -18.361
H -31.323 -12.295 -14.290
H -27.010 -6.514 -19.411
H -28.302 1.982 -11.277
H -26.787 1.221 -11.927
H -21.324 3.933 -11.700
H -29.350 -7.435 -9.727
H -23.757 -8.920 -17.711
H -27.569 -12.505 -10.297
H -24.811 -5.553 -18.015
H -27.380 -14.196 -13.013
H -28.442 -3.329 -10.618
H -19.535 2.502 -14.445
H -28.367 -5.145 -13.885
H -21.146 -2.800 -0.774
H -24.340 3.266 -10.931
H -18.362 -8.787 -17.544
H -23.481 -9.170 -11.277
H -30.331 -13.049 -16.164
H -29.331 -2.156 -16.202
H -28.248 -2.254 -19.639
H -23.788 3.149 -12.580
H -24.795 -8.005 -6.433
H -24.046 -0.231 -5.212
H -26.911 1.338 -7.703
H -19.548 -0.363 -12.901
H -30.554 -11.147 -13.129
H -26.833 -1.981 -18.788
H -19.623 -1.739 -4.687
H -29.323 -1.978 -9.883
H -28.518 -5.625 -18.942
H -20.926 3.108 -10.177
H -27.018 -8.939 -15.218
H -23.446 -3.789 -6.090
H -29.735 0.078 -10.277
H -21.339 1.439 -15.636
H -27.722 -10.812 -10.967
H -23.816 -3.936 -1.920
H -27.742 -6.523 -14.914
H -22.713 -10.223 -14.489
H -19.772 -11.514 -19.166
H -18.424 -11.339 -14.827
H -19.370 0.008 -4.463
H -22.636 0.573 -14.765
H -21.392 0.951 -9.373
H -22.115 -2.717 -6.311
H -27.350 -0.281 -7.267
H -19.171 -10.181 -13.681
H -23.580 -7.994 -7.686
H -18.574 -9.628 -19.024
H -23.904 0.561 -7.861
H -19.516 2.497 -12.720
H -19.358 -11.840 -13.398
H -19.380 -3.935 -6.218
H -21.007 1.209 -3.259
H -22.147 -12.029 -15.929
H -19.055 -4.121 -7.934
H -24.756 -2.446 -2.344
H -28.952 -11.975 -16.628
H -23.792 -2.262 -6.746
H -22.574 2.372 -14.832
H -30.246 -2.515 -17.659
H -28.654 -13.568 -15.887
H -17.775 -10.443 -17.604
H -26.382 -11.930 -11.412
H -29.058 -0.120 -8.653
H -19.697 -2.638 -7.444
H -28.354 -14.257 -11.422
H -22.326 0.837 -4.358
H -27.948 -7.815 -8.748
H -22.425 -10.319 -10.502
H -19.562 -1.375 -11.466
H -26.822 2.267 -10.425
H -22.363 -1.724 -0.018
H -21.175 -1.054 -1.121
H -24.057 -10.029 -15.521
H -29.072 -14.123 -12.938
H -20.941 -0.730 -9.643
H -21.396 -11.478 -18.525
H -25.365 -1.344 -4.853
H -24.378 -0.660 -3.591
H -28.442 -8.882 -10.119
H -20.611 3.616 -13.527
H -30.756 -4.409 -16.575
H -20.777 -13.141 -15.551
H -26.311 -2.574 -7.355
H -30.663 -6.113 -16.020
H -25.877 0.462 -6.560
H -29.149 1.518 -9.373
H -28.120 -7.049 -18.146
H -27.246 -3.661 -19.465
H -21.788 -12.480 -14.274
H -29.050 -1.151 -17.590
*
```

***

Record 2
C3H8BrP | ωB97M-V/def2-TZVPD

The total energy is -3034.476137 Ha. Its structure (SMILES) is CC(C)PBr. As for the lowest unoccupied orbital energy: 0.65 eV. For the energy above the lowest of the compared OMol25 structures with the same formula, charge and spin, the calculation gives 0.1926 eV.

```
! wB97M-V def2-TZVPD RIJCOSX def2/J DEFGRID3
* xyz 0 1
Br 3.174 -0.316 -0.067
P 1.475 0.896 0.614
C -0.287 -1.263 0.649
C 0.079 -0.051 -0.203
C -1.118 0.855 -0.434
H -0.869 1.693 -1.084
H -1.478 1.249 0.516
H 1.596 1.841 -0.425
H -1.924 0.287 -0.897
H 0.574 -1.917 0.788
H -0.648 -0.951 1.629
H 0.499 -0.486 -1.249
H -1.073 -1.838 0.162
*
```

***

Record 3
C9H10Cl2N4 | ωB97M-V/def2-TZVPD

The total energy is -1487.563685 Ha. As for the lowest unoccupied orbital energy: -9.66 eV.

```
! wB97M-V def2-TZVPD RIJCOSX def2/J DEFGRID3
* xyz 2 1
Cl -1.572 1.055 -2.850
Cl -0.496 -3.869 0.826
N -2.837 -1.761 -2.785
N -1.469 -2.666 -1.177
N -0.185 -0.218 -0.820
N 0.300 0.962 -0.523
C 0.930 1.272 0.691
C 1.446 0.291 1.578
C 1.003 2.694 0.941
C 1.585 3.153 2.100
C -1.787 -1.637 -1.978
C -0.821 -0.445 -2.148
C -0.405 -2.623 -0.267
C 2.015 2.212 3.047
C 2.015 0.771 2.697
H 2.330 0.088 3.489
H -3.213 -1.026 -3.384
H -2.126 -3.416 -1.007
H 1.873 4.221 2.203
H 2.606 2.559 3.823
H 1.564 -0.705 1.227
H -3.534 -2.366 -2.675
H 0.718 3.416 0.098
H 0.016 -0.640 -2.788
H 0.044 -1.324 -0.318
*
```

***

Record 4
C4H7O5 | ωB97M-V/def2-TZVPD

The total energy is -532.430988 Ha. The expectation value of S² is 3.76. As for the lowest unoccupied orbital energy (spin up / spin down): -0.38 / -2.30 eV.

```
! wB97M-V def2-TZVPD RIJCOSX def2/J DEFGRID3
* xyz 0 4
O -1.516 0.059 4.379
O -1.608 -0.102 5.750
O 0.511 6.070 2.661
O 0.134 3.482 2.993
O -0.306 4.817 0.233
C -1.722 6.497 3.183
C -0.858 4.159 3.199
C -0.823 5.528 2.508
C -1.115 5.167 1.067
H -1.517 7.482 2.800
H 1.138 5.308 2.706
H -1.775 3.947 3.796
H -1.514 6.522 4.244
H -0.865 0.282 6.330
H -2.768 6.249 3.123
H -2.187 5.209 0.806
*
```

***

Record 5
C31H45BrS5SbSi3Tl | ωB97M-V/def2-TZVPD

The total energy is -7054.574144 Ha. As for the lowest unoccupied orbital energy: 3.91 eV. For the energy above the lowest of the compared OMol25 structures with the same formula, charge and spin, the calculation gives 0.9646 eV.

```
! wB97M-V def2-TZVPD RIJCOSX def2/J DEFGRID3
* xyz -2 1
Tl -0.902 1.129 -1.365
Sb 0.272 -1.857 0.835
Br -1.675 2.047 1.558
S -2.567 1.672 -3.709
S -3.535 -0.082 -0.832
S -8.346 0.933 -3.917
S -6.255 0.284 -1.890
S -5.468 1.665 -4.282
Si -1.937 -2.502 2.070
Si 1.730 -0.831 2.716
Si 1.352 -4.222 1.079
C 1.762 -0.919 -3.067
C 1.806 -1.686 4.440
C -1.661 6.097 2.439
C 1.522 -2.398 -3.046
C -0.444 4.401 -2.135
C -1.190 6.692 1.302
C -1.708 -3.658 3.597
C -0.410 6.534 -1.026
C 2.641 1.089 -2.043
C 1.500 1.219 -4.170
C 0.436 -5.344 -0.176
C -1.802 4.705 2.488
C -0.888 5.929 0.153
C -2.986 -1.029 2.638
C -4.141 1.230 -3.198
C -0.193 5.776 -2.145
C 2.446 -0.288 -2.039
C -6.775 0.960 -3.392
C -4.517 0.558 -2.071
C 1.374 1.011 3.058
C -1.073 4.507 0.153
C 1.307 -0.155 -4.132
C 3.543 -0.871 2.075
C 3.344 1.752 -0.894
C -1.503 3.961 1.379
C -2.923 -3.487 0.770
C 0.974 1.999 -5.335
C 1.542 -5.306 2.663
C 2.168 1.832 -3.116
C 3.157 -4.174 0.413
C -0.873 3.702 -1.011
H -3.912 -3.753 1.129
H 2.242 -2.676 4.359
H 3.209 -3.639 -0.528
H 0.430 1.137 3.578
H -0.242 7.605 -1.041
H 2.301 2.906 -3.116
H 1.309 1.557 -6.272
H 2.165 -4.808 3.399
H -2.419 -4.398 0.460
H 2.143 -2.894 -3.793
H 3.560 -5.169 0.252
H -3.291 -0.475 1.756
H -0.952 -3.281 4.278
H 2.152 1.481 3.654
H 1.297 3.035 -5.296
H 2.811 -0.874 -1.204
H 4.150 -0.091 2.525
H -3.889 -1.350 3.150
H 1.749 -2.814 -2.066
H -1.929 6.682 3.310
H 3.814 -3.666 1.109
H 2.776 1.610 0.025
H -0.115 1.973 -5.322
H 3.560 -0.724 1.000
H 0.764 -0.630 -4.936
H 0.334 -4.830 -1.126
H 1.295 1.556 2.125
H 0.171 6.253 -3.054
H 3.447 2.821 -1.070
H 2.001 -6.266 2.439
H 0.583 -5.501 3.127
H 4.336 1.319 -0.743
H 4.024 -1.823 2.287
H -2.139 4.225 3.396
H -3.057 -2.859 -0.104
H -0.565 -5.574 0.173
H 0.944 -6.287 -0.359
H 0.481 -2.614 -3.276
H -2.448 -0.345 3.287
H -0.313 3.856 -3.064
H 0.814 -1.792 4.861
H -2.633 -3.761 4.157
H -1.061 7.770 1.273
H -1.405 -4.650 3.282
H 2.405 -1.114 5.143
*
```

***

Record 6
C13H10ClIN2O4 | ωB97M-V/def2-TZVPD

The total energy is -1669.255742 Ha. Its structure (SMILES) is [H]/N=C(\C)Cc1c(O)c(I)c(CC(=O)Cl)c2c1C(=O)NC2=O. As for the lowest unoccupied orbital energy: -2.02 eV.

```
! wB97M-V def2-TZVPD RIJCOSX def2/J DEFGRID3
* xyz 0 1
I -0.688 -0.699 -4.398
Cl -1.128 4.598 -1.753
O -0.672 -3.058 -1.694
O 1.953 3.831 0.093
O -1.908 2.710 -3.630
O 1.470 -0.031 3.374
N 1.995 1.950 1.855
N -1.000 -2.125 3.824
C 1.693 2.579 0.478
C -0.856 3.104 -2.879
C 0.323 -1.474 0.259
C -0.032 -0.438 -2.326
C 1.050 1.286 -0.299
C 0.245 -2.609 1.483
C 0.546 1.053 -1.841
C -2.315 -1.468 1.599
C -1.017 -2.090 2.449
C 0.908 0.004 0.713
C 1.453 0.539 2.164
C -0.160 -1.737 -1.286
C 0.607 2.295 -2.916
H -3.315 -1.515 2.208
H -2.394 -2.137 0.618
H 0.895 1.934 -3.993
H -2.112 -0.370 1.220
H 3.010 2.102 2.120
H 1.243 -2.641 2.103
H 1.406 3.095 -2.572
H 0.034 -3.699 1.065
H 0.076 -3.679 -1.955
H -1.898 -1.713 4.207
*
```